# 1
ORCA calculation (ωB97M-V/def2-TZVPD) on a structure of composition C27H21Cl2N5O2Rh.

Calculated values
Energy relative to the best compared isomer or geometry (same formula, charge and spin): 6.4 kJ/mol
Net charge: +1
Spin multiplicity: 5
Highest occupied orbital energy (alpha / beta): -8.08 / -11.53 eV
Orbital gap (alpha / beta): 5.85 / 6.47 eV
Total energy: -67930.607 eV

Last column: Mulliken spin population.
Cartesian coordinates (Å):
1 Rh 0.039 0.051 0.052  1.1099
2 C 2.864 -4.197 4.648  -0.0036
3 C 2.091 -3.093 3.976  0.0833
4 C 2.162 -1.776 4.427  -0.0388
5 C 1.478 -0.774 3.778  0.1041
6 C 0.689 -1.028 2.648  0.0707
7 N 0.055 0.031 1.997  0.4056
8 C -0.411 1.093 2.775  -0.0221
9 C -1.055 0.829 3.989  0.0941
10 C -1.572 1.838 4.768  -0.0389
11 C -1.469 3.168 4.364  0.0714
12 C -2.069 4.281 5.180  -0.0031
13 C -0.832 3.438 3.159  -0.0172
14 C -0.298 2.431 2.369  0.0257
15 N 0.412 2.814 1.192  0.0248
16 C 1.015 4.006 0.954  0.0038
17 C 1.396 4.029 -0.359  0.0019
18 C 0.985 2.792 -0.874  0.0166
19 N 0.394 2.070 0.063  -0.0448
20 C 0.620 -2.357 2.193  0.0468
21 C 1.315 -3.355 2.854  -0.0311
22 N -0.202 -2.743 1.094  0.0405
23 C -0.774 -3.950 0.861  0.0036
24 C -1.395 -3.889 -0.358  0.0109
25 C -1.153 -2.589 -0.824  0.0117
26 N -0.439 -1.914 0.061  -0.0559
27 H 3.092 -3.946 5.683  0.0012
28 H 3.813 -4.363 4.131  0.0088
29 H 2.312 -5.137 4.632  0.0026
30 H 2.779 -1.532 5.285  -0.0001
31 H 1.570 0.250 4.119  -0.0011
32 H -1.160 -0.204 4.297  0.0002
33 H -2.078 1.593 5.694  0.0003
34 H -2.155 4.000 6.228  0.0013
35 H -3.072 4.519 4.818  0.0076
36 H -1.471 5.190 5.113  0.0019
37 H -0.767 4.465 2.822  -0.0003
38 H 1.146 4.737 1.734  0.0001
39 H 1.914 4.819 -0.878  -0.0002
40 H 1.102 2.402 -1.871  -0.0009
41 H 1.272 -4.369 2.474  -0.0006
42 H -0.723 -4.750 1.580  -0.0002
43 H -1.956 -4.670 -0.842  0.0003
44 H -1.462 -2.112 -1.742  0.0011
45 Cl 4.080 -0.227 -6.021  0.0685
46 C 2.876 -0.173 -4.816  0.2011
47 C 1.540 -0.125 -5.213  0.1634
48 C 0.605 -0.075 -4.199  0.1509
49 Cl -1.057 -0.009 -4.606  0.0369
50 C 0.948 -0.075 -2.812  0.2488
51 O 0.005 -0.001 -1.962  0.2296
52 C 2.377 -0.154 -2.420  0.0845
53 C 2.868 -0.213 -1.092  0.3022
54 O 2.222 -0.222 0.011  0.3920
55 C 3.291 -0.189 -3.470  0.1640
56 H 1.248 -0.120 -6.252  0.0250
57 H 3.958 -0.272 -1.010  0.0290
58 H 4.350 -0.243 -3.250  0.0126

***

# 2
ORCA calculation (ωB97M-V/def2-TZVPD) on a structure of composition C27H21Cl3HgN8O3PS2.

Calculated values
Energy relative to the best compared isomer or geometry (same formula, charge and spin): 241.4 kJ/mol
Net charge: -2
Spin multiplicity: 2
Highest occupied orbital energy (alpha / beta): -0.26 / -2.36 eV
Orbital gap (alpha / beta): 4.30 / 6.40 eV
Total energy: -119104.268 eV

Last column: Mulliken spin population.
Cartesian coordinates (Å):
1 Hg -0.003 1.042 -1.072  -0.0064
2 N 1.251 -3.807 -1.274  0.0209
3 C 1.751 -2.693 -0.727  -0.0224
4 N 0.810 -1.799 -0.591  0.0284
5 C -0.310 -2.422 -1.083  -0.0320
6 N -0.075 -3.658 -1.524  0.0912
7 C -1.611 -1.791 -1.054  0.2120
8 C -2.762 -2.559 -1.181  -0.0311
9 N -4.000 -2.119 -1.022  0.2461
10 C -4.061 -0.781 -0.687  0.1656
11 C -2.963 0.015 -0.581  -0.0041
12 N -1.691 -0.425 -0.785  0.3141
13 H 1.714 -4.667 -1.499  0.0004
14 H 2.784 -2.582 -0.435  -0.0026
15 H -2.636 -3.616 -1.399  -0.0092
16 H -5.043 -0.360 -0.517  0.0183
17 H -3.072 1.059 -0.327  0.0056
18 S -1.708 4.118 -0.654  0.0001
19 C -2.276 3.356 0.858  -0.0007
20 C -3.577 3.595 1.272  0.0033
21 C -4.081 3.046 2.446  -0.0077
22 C -5.419 3.343 2.863  -0.0009
23 N -6.496 3.597 3.183  -0.0001
24 C -3.244 2.212 3.208  0.0098
25 C -1.945 1.967 2.804  0.0016
26 C -1.411 2.541 1.633  -0.0017
27 S 0.261 2.283 1.254  -0.0006
28 C -3.719 1.625 4.434  -0.0004
29 N -4.083 1.155 5.418  -0.0002
30 H -4.214 4.215 0.656  0.0001
31 H -1.310 1.331 3.408  -0.0013
32 C 0.777 -1.452 4.992  0.0000
33 O 0.123 -0.747 3.948  -0.0008
34 P 0.238 -1.214 2.373  0.0042
35 O 1.861 -1.458 2.269  0.0007
36 C 2.623 -0.357 1.768  -0.0001
37 O -0.077 -2.822 2.506  0.0022
38 C -1.425 -3.206 2.234  -0.0042
39 H 1.458 -0.771 5.507  0.0000
40 H 1.345 -2.302 4.613  0.0000
41 H 0.028 -1.809 5.702  0.0000
42 H 2.435 0.555 2.337  0.0000
43 H 2.385 -0.166 0.719  -0.0003
44 H 3.674 -0.635 1.862  -0.0001
45 H -2.016 -3.203 3.154  -0.0023
46 H -1.401 -4.213 1.820  0.0003
47 H -1.894 -2.540 1.507  -0.0029
48 Cl -0.829 1.697 -4.396  0.0003
49 C -2.418 2.038 -3.804  -0.0027
50 Cl -4.269 2.977 -2.136  0.0023
51 Cl -3.698 1.504 -4.832  0.0005
52 C -2.574 2.581 -2.577  0.0001
53 N -1.589 2.792 -1.696  0.0029
54 C 1.883 0.948 -2.000  0.0026
55 C 2.982 0.786 -2.490  0.0002
56 C 4.284 0.584 -3.046  -0.0003
57 C 4.656 -0.661 -3.567  0.0011
58 C 5.920 -0.862 -4.097  -0.0005
59 C 6.846 0.173 -4.121  0.0000
60 C 6.490 1.414 -3.609  0.0000
61 C 5.226 1.619 -3.078  -0.0001
62 H 3.929 -1.463 -3.550  0.0008
63 H 6.185 -1.834 -4.497  0.0000
64 H 7.834 0.015 -4.536  0.0000
65 H 7.203 2.230 -3.623  0.0000
66 H 4.946 2.585 -2.677  0.0000

***

# 3
ORCA calculation (ωB97M-V/def2-TZVPD) on a structure of composition C27H21ClN4NiO4S2 at a distorted geometry.

Calculated values
Spin multiplicity: 3
Highest occupied orbital energy (alpha / beta): -7.35 / -7.33 eV
Orbital gap (alpha / beta): 6.74 / 6.73 eV
Total energy: -117727.289 eV

Last column: Mulliken spin population.
Cartesian coordinates (Å):
1 Ni -0.649 -0.220 0.130  1.7405
2 O 1.322 -2.886 -3.299  -0.0004
3 C 2.523 -2.380 -3.027  0.0012
4 C 3.691 -2.873 -3.668  0.0003
5 C 4.927 -2.386 -3.291  -0.0004
6 C 5.107 -1.392 -2.348  0.0005
7 C 3.974 -0.769 -1.833  -0.0006
8 C 2.699 -1.231 -2.132  0.0070
9 C 1.538 -0.541 -1.495  -0.0090
10 O 0.401 -1.171 -1.322  0.0475
11 N 1.767 0.700 -1.047  0.0047
12 N 0.710 1.235 -0.345  0.0387
13 C 0.970 2.425 0.068  -0.0038
14 S 2.483 3.302 -0.188  0.0033
15 C 1.997 4.657 0.907  -0.0003
16 C 0.514 4.923 0.696  0.0002
17 S -0.375 3.308 0.883  -0.0009
18 H 0.710 -2.415 -2.674  0.0007
19 H 3.618 -3.733 -4.293  0.0000
20 H 5.829 -2.853 -3.718  -0.0001
21 H 6.141 -1.039 -2.076  0.0001
22 H 3.956 0.083 -1.123  -0.0004
23 H 2.474 5.543 0.458  0.0004
24 H 2.250 4.482 1.990  -0.0001
25 H 0.325 5.287 -0.288  -0.0001
26 H 0.041 5.552 1.380  0.0001
27 Cl 1.351 1.754 6.825  0.0000
28 C 0.529 1.511 5.261  -0.0001
29 C -0.769 2.085 5.064  0.0002
30 C -1.388 1.777 3.912  0.0062
31 C -0.786 0.986 2.869  0.0000
32 O -1.411 0.768 1.785  0.0372
33 C 0.506 0.483 3.104  -0.0200
34 C 1.092 -0.559 2.383  0.0015
35 O 0.741 -1.139 1.345  0.0465
36 C 1.127 0.742 4.331  0.0015
37 H -1.221 2.739 5.845  0.0001
38 H -2.343 2.196 3.755  0.0000
39 H 1.972 -0.954 2.939  0.0031
40 H 2.121 0.261 4.618  0.0002
41 C -2.127 -4.320 0.597  0.0038
42 C -3.130 -4.337 -0.318  -0.0032
43 C -3.565 -3.145 -0.902  0.0043
44 C -2.855 -1.913 -0.589  -0.0022
45 N -1.800 -1.956 0.233  0.0454
46 C -1.460 -3.104 0.810  -0.0023
47 C -3.237 -0.622 -1.195  -0.0005
48 C -4.406 -0.386 -1.875  0.0035
49 C -4.479 0.763 -2.657  -0.0032
50 C -3.414 1.612 -2.771  0.0040
51 C -2.293 1.339 -1.942  -0.0018
52 N -2.185 0.241 -1.201  0.0447
53 H -1.626 -5.227 0.888  0.0003
54 H -3.450 -5.330 -0.571  -0.0001
55 H -4.416 -3.116 -1.592  0.0000
56 H -0.515 -2.968 1.356  0.0020
57 H -5.286 -1.031 -1.919  0.0002
58 H -5.412 0.908 -3.205  -0.0002
59 H -3.400 2.399 -3.486  0.0003
60 H -1.410 1.934 -2.044  -0.0006

***

# 4
ORCA calculation (ωB97M-V/def2-TZVPD) on a structure of composition C27H21N5NiO2Se at a distorted geometry.

Calculated values
Spin multiplicity: 3
Highest occupied orbital energy (alpha / beta): -7.88 / -7.85 eV
Orbital gap (alpha / beta): 6.93 / 6.76 eV
Total energy: -146275.169 eV

Last column: Mulliken spin population.
Cartesian coordinates (Å):
1 Ni -0.254 0.125 -1.230  1.7385
2 O 4.118 3.926 2.177  0.0000
3 C 2.956 4.365 1.899  0.0007
4 O 2.375 5.454 2.114  0.0001
5 C 2.160 3.479 0.915  -0.0006
6 C 0.828 3.676 0.647  -0.0018
7 C 0.110 2.790 -0.140  -0.0032
8 N 0.771 1.773 -0.700  0.0358
9 C 2.116 1.624 -0.591  0.0042
10 C 2.838 2.467 0.266  -0.0007
11 C 2.646 0.431 -1.218  0.0097
12 C 4.074 0.343 -1.414  0.0047
13 C 4.599 -0.605 -2.162  -0.0024
14 C 3.701 -1.656 -2.636  0.0021
15 C 2.352 -1.543 -2.363  -0.0017
16 N 1.833 -0.449 -1.734  0.0308
17 C -1.383 2.726 -0.401  0.0052
18 C -2.282 3.812 -0.263  0.0033
19 C -3.646 3.542 -0.491  -0.0016
20 C -4.054 2.284 -0.843  0.0030
21 C -3.083 1.261 -0.991  -0.0078
22 N -1.789 1.512 -0.848  0.0485
23 H 0.391 4.484 1.184  0.0002
24 H 3.869 2.279 0.539  0.0000
25 H 4.624 1.136 -1.037  0.0006
26 H 5.661 -0.783 -2.211  -0.0002
27 H 4.078 -2.543 -3.205  0.0003
28 H 1.598 -2.268 -2.751  0.0003
29 H -2.030 4.779 -0.037  0.0000
30 H -4.407 4.336 -0.303  -0.0004
31 H -5.146 2.184 -0.840  0.0003
32 H -3.417 0.337 -1.407  0.0006
33 N 2.389 -2.356 3.792  -0.0002
34 C 1.656 -1.707 2.839  -0.0008
35 C 1.363 -2.414 1.684  0.0028
36 C 0.644 -1.810 0.689  -0.0031
37 N 0.155 -0.575 0.839  0.0364
38 C 0.515 0.086 1.933  -0.0005
39 C 1.298 -0.394 2.966  0.0029
40 H 2.063 -3.251 4.058  0.0000
41 H 2.573 -1.868 4.674  0.0001
42 H 1.689 -3.452 1.559  0.0004
43 H 0.296 -2.222 -0.215  0.0011
44 H 0.289 1.087 1.880  0.0003
45 H 1.584 0.183 3.869  0.0003
46 Se -1.241 -1.477 -2.628  0.0884
47 C -2.752 -2.337 -1.656  0.0146
48 C -2.881 -2.066 -0.317  -0.0136
49 C -3.811 -2.734 0.499  -0.0010
50 C -4.531 -3.776 -0.031  0.0025
51 C -4.382 -4.126 -1.377  -0.0008
52 C -3.525 -3.371 -2.148  0.0002
53 H -2.114 -1.372 0.106  0.0025
54 H -3.885 -2.372 1.504  -0.0001
55 H -5.250 -4.310 0.558  0.0003
56 H -5.030 -4.939 -1.814  0.0000
57 H -3.316 -3.704 -3.191  -0.0008